Record 1
A molecular structure, C15H14N2O5S4SbSr in a non-equilibrium geometry. Source: OMol25; level of theory: ωB97M-V with the def2-TZVPD basis set.

## Properties
HOMO energy (spin up / spin down) = -0.91 / -0.90 eV
Total charge = -2
Multiplicity = 2

Geometry as XYZ:
```
42
Properties=species:S:1:pos:R:3:forces:R:3:lowdin_spin:R:1
Sb -2.981 1.134 4.119 0.2 0.6 0.2 -0.001
Sr -1.022 -0.002 0.619 -4.2 8.0 6.5 0.027
S -0.832 0.318 3.209 -0.1 0.2 2.3 0.434
S 2.334 2.614 1.820 0.0 0.2 0.2 0.001
S -2.822 1.744 1.770 -1.0 1.1 1.5 0.536
S -2.612 3.090 5.431 0.0 -0.7 -0.6 -0.009
O -1.976 0.173 -3.051 0.4 -1.4 0.1 0.000
O -0.009 -1.794 1.084 1.4 -2.6 -2.1 0.005
O -3.105 -1.006 0.706 -0.8 -1.2 -1.2 0.001
O -2.332 1.075 -1.006 -0.3 -1.0 -1.5 0.005
O -3.750 -1.977 -1.251 0.2 0.1 -0.2 0.000
N -0.081 3.563 2.818 0.3 0.1 -0.2 -0.001
N -0.005 2.344 0.815 0.7 0.2 -1.3 0.006
C -1.376 -1.418 -1.055 1.4 -2.9 -0.4 0.000
C 1.548 -2.458 -0.521 -1.2 0.1 0.6 0.000
C 0.571 2.843 1.844 0.2 0.0 -0.1 -0.002
C 0.446 1.033 -1.343 2.1 0.1 -0.9 0.000
C 0.244 -3.346 -0.694 0.6 0.9 0.6 0.000
C 0.054 -0.596 -1.148 1.3 -1.0 -2.3 0.000
C 0.903 -1.170 0.068 2.4 -2.9 -1.4 0.000
C 2.917 0.784 -1.779 -0.1 0.3 -0.2 0.000
C 3.281 1.190 -0.478 -0.2 -0.1 0.1 0.000
C 2.237 1.790 0.278 0.2 -0.4 0.2 0.000
C 1.643 0.907 -2.293 0.1 -0.2 1.2 0.000
C -3.030 -1.411 -0.458 -1.0 -0.2 1.2 0.000
C -0.817 -2.491 0.080 0.9 -1.1 -1.7 0.000
C 0.915 1.749 -0.081 -0.8 0.2 -0.5 0.000
C -2.056 0.293 -1.880 -2.0 3.9 -1.0 0.000
H -1.487 -1.997 -1.959 0.0 0.0 -0.1 0.000
H -1.083 3.537 2.634 -0.1 -0.1 0.1 -0.001
H 2.083 -2.213 -1.432 0.1 -0.2 -0.1 0.000
H -0.037 -3.463 -1.736 0.0 -0.1 0.0 0.000
H 0.339 -4.323 -0.223 0.1 0.0 0.0 0.000
H 0.073 3.241 3.767 0.0 0.0 0.0 0.000
H -1.613 -3.110 0.477 0.0 0.3 0.6 0.000
H 4.294 1.113 -0.113 0.0 0.1 0.0 0.000
H 2.210 -2.888 0.228 0.1 -0.1 -0.1 0.000
H 3.707 0.426 -2.437 0.0 0.1 0.0 0.000
H 1.386 0.618 -3.305 0.2 0.0 -0.1 0.000
H 0.425 -1.046 -2.059 0.4 0.2 -0.1 0.000
H 1.675 -0.485 0.461 -0.8 -0.2 0.3 0.000
H -0.258 1.614 -1.926 -0.7 -0.2 0.5 0.000
```
Forces are in eV/Å.

Record 2
C15H15BN2OS in the gas phase in a non-equilibrium geometry. Source: OMol25; level of theory: ωB97M-V with the def2-TZVPD basis set.

## Properties
HOMO energy = -8.42 eV
SMILES = CB(O)c1c(Cc2ccccc2C)ccc2nsnc12

Geometry as XYZ:
```
35
Properties=species:S:1:pos:R:3:forces:R:3:nbo_charge:R:1
S -3.948 -0.750 -3.812 2.6 -0.7 3.0 0.794
O -1.979 2.597 0.010 -1.3 -2.1 0.0 -0.910
N -2.825 -2.070 -3.705 0.7 3.3 4.5 -0.551
N -3.606 0.146 -2.373 2.7 -2.7 0.5 -0.584
C 0.202 -0.683 1.505 1.1 -0.9 -1.8 -0.472
C 4.222 -1.161 0.223 -2.5 2.6 0.1 -0.226
C -0.237 -2.342 -0.590 -3.5 1.6 -3.0 -0.218
C -3.221 1.140 1.824 -0.6 -0.1 -1.2 -1.026
C -2.123 -1.800 -2.470 0.3 -0.3 0.1 0.107
C -0.671 -0.998 0.171 -2.1 0.2 -1.6 0.070
C -1.814 -0.081 -0.317 2.5 -3.0 -1.0 -0.422
C -0.970 -2.716 -1.890 0.9 1.9 2.9 -0.197
C 1.703 -0.384 0.951 2.8 1.5 -1.1 -0.020
C 2.793 -1.487 0.804 0.9 3.1 -1.0 -0.237
C -2.536 -0.496 -1.657 -0.7 -1.3 -2.4 0.148
C 2.063 1.071 0.505 2.6 -1.6 -0.3 -0.001
C 4.577 0.295 -0.249 -3.9 -0.9 1.8 -0.224
C 3.493 1.392 -0.077 -0.8 -3.2 0.8 -0.220
C 1.047 2.300 0.602 -0.1 -0.5 -0.2 -0.661
B -2.297 1.262 0.460 -0.2 1.4 0.6 1.069
H 0.269 2.133 1.438 1.2 0.2 -1.5 0.214
H 0.617 -2.990 -0.173 -1.6 1.2 -0.8 0.240
H 0.293 -1.662 2.120 -0.4 1.7 -0.9 0.237
H -0.216 0.179 2.122 0.6 -1.3 -0.9 0.238
H 1.544 3.310 0.826 -0.4 -1.7 -0.3 0.231
H -3.954 2.039 1.806 1.2 -1.4 0.4 0.227
H 3.705 2.476 -0.411 -0.4 -2.0 0.7 0.225
H 0.509 2.420 -0.418 0.7 -0.3 1.8 0.252
H 2.529 -2.562 1.132 0.6 2.0 -0.6 0.219
H -2.599 1.134 2.785 -1.0 -0.1 -1.3 0.252
H -0.632 -3.674 -2.424 -0.8 1.7 0.8 0.239
H -2.715 3.223 0.178 0.8 -0.6 0.3 0.500
H 5.602 0.550 -0.687 -1.7 -0.5 0.8 0.232
H 5.015 -1.985 0.104 -1.5 1.4 0.3 0.229
H -3.841 0.172 1.685 1.0 1.5 0.7 0.245
```
Forces are in eV/Å.

Record 3
A molecular structure, C15H15CrI2N2O7P2S5 in a non-equilibrium geometry. Source: OMol25; level of theory: ωB97M-V with the def2-TZVPD basis set.

## Properties
HOMO energy (spin up / spin down) = -7.22 / -7.23 eV
Multiplicity = 2

Geometry as XYZ:
```
49
Properties=species:S:1:pos:R:3:forces:R:3:nbo_charge:R:1
I -3.326 -4.603 -0.017 -0.1 0.0 0.0 0.178
I -7.447 -0.318 -0.833 0.1 0.0 0.0 0.152
Cr -0.339 -0.430 0.131 0.7 -1.1 -1.1 1.127
S 0.292 2.118 -2.662 -0.2 -0.1 0.1 0.473
S 1.587 4.593 -3.679 0.0 0.1 0.0 -0.082
S -0.126 -0.777 -2.139 -0.2 0.6 0.3 -0.038
S 3.246 -0.915 -3.706 0.0 0.0 -0.1 0.295
S 2.871 1.919 -3.835 0.1 0.0 0.0 0.474
P 2.671 -0.791 0.783 0.3 -0.1 -0.2 2.391
P 0.878 1.200 2.062 0.3 0.4 0.1 2.366
O 0.659 1.281 0.561 -0.5 0.0 0.3 -1.066
O -1.505 -1.944 0.167 -0.4 0.4 0.3 -0.674
O 1.347 -1.495 0.531 0.0 0.4 0.3 -1.079
O 3.728 -1.925 1.206 -0.3 -0.3 0.2 -0.995
O 3.305 0.136 -0.187 0.1 -0.2 0.0 -1.121
O -0.250 0.121 2.510 0.1 0.1 0.2 -1.001
O 0.931 2.405 2.912 0.1 -0.2 -0.1 -1.107
N -2.074 0.566 -0.046 -0.7 0.1 0.2 -0.437
N 3.511 1.406 2.061 -0.3 -0.3 0.0 -0.717
C 2.164 0.406 -3.297 0.1 -0.1 0.0 -0.362
C -5.450 -0.843 -0.504 -0.2 0.0 0.0 -0.194
C -2.778 -1.667 -0.061 0.3 0.0 -0.1 0.292
C -3.135 -0.293 -0.177 0.3 0.1 0.1 0.099
C -4.636 1.550 -0.446 -0.1 0.0 0.0 -0.116
C 2.482 0.292 2.287 -0.1 0.2 -0.4 -0.628
C -3.799 -2.586 -0.179 0.1 -0.1 0.0 -0.218
C -2.288 1.863 -0.075 0.1 -0.1 -0.1 0.101
C 0.956 0.493 -2.711 0.1 -0.1 -0.1 -0.422
C -5.127 -2.168 -0.405 0.1 -0.1 0.0 -0.216
C 2.626 -2.396 -2.890 0.0 0.1 0.0 -0.734
C -4.450 0.150 -0.382 0.1 0.1 0.0 -0.039
C 2.624 -0.364 3.646 0.1 0.1 0.0 -0.641
C -3.572 2.390 -0.281 0.0 0.1 0.0 -0.258
C 1.575 2.976 -3.411 0.0 -0.1 0.1 -0.575
H -5.628 1.950 -0.616 0.0 0.0 0.0 0.235
H -0.560 0.247 3.419 -0.1 -0.1 -0.2 0.538
H 2.416 0.341 4.452 0.0 0.0 0.0 0.230
H 1.701 -2.742 -3.338 0.0 0.0 0.0 0.233
H 3.416 -3.130 -3.052 0.0 0.0 0.0 0.230
H 1.922 -1.194 3.721 0.0 0.0 0.0 0.249
H -1.423 2.502 0.052 0.0 0.0 0.0 0.237
H 3.146 2.297 2.407 -0.1 0.1 0.1 0.453
H -5.904 -2.915 -0.498 0.1 0.0 0.0 0.240
H -3.699 3.463 -0.321 0.0 0.0 0.0 0.236
H 2.491 -2.225 -1.828 0.0 0.0 0.1 0.231
H 3.297 -2.778 1.382 0.1 0.3 -0.1 0.516
H 4.405 1.198 2.494 0.1 -0.1 0.1 0.423
H 3.629 -0.771 3.775 0.0 0.0 0.0 0.227
H 3.640 1.405 1.016 0.0 -0.1 0.0 0.495
```
Forces are in eV/Å.

Record 4
A molecular structure, C15H15F3FeN4O3S3 in a non-equilibrium geometry. Source: OMol25; level of theory: ωB97M-V with the def2-TZVPD basis set.

## Properties
HOMO energy (spin up / spin down) = -7.96 / -7.96 eV

Geometry as XYZ:
```
44
Properties=species:S:1:pos:R:3:forces:R:3:nbo_charge:R:1
Fe 0.089 -0.112 0.333 -0.7 -0.8 -0.1 0.937
S -1.073 2.219 -0.450 0.1 -0.2 0.1 2.317
S 2.340 0.072 0.347 0.3 0.6 0.1 -0.167
S 4.177 -0.856 2.395 0.2 0.0 0.1 0.341
F -0.174 4.590 0.128 0.0 0.0 -0.1 -0.308
F 1.376 3.114 -0.195 0.0 0.0 0.0 -0.302
F 0.288 3.919 -1.886 0.0 0.0 0.0 -0.310
O -1.002 1.822 0.959 0.3 0.0 -0.1 -0.963
O -0.523 1.103 -1.263 0.1 -0.1 0.1 -0.994
O -2.295 2.784 -0.927 0.1 0.0 0.0 -0.919
N 0.372 -1.111 1.978 0.4 0.0 -0.3 -0.221
N 0.153 -1.898 -0.977 0.0 0.8 0.2 -0.831
N -1.834 -0.808 0.653 -0.3 0.4 0.0 -0.477
N 1.595 -1.305 2.564 -0.1 0.2 -0.2 -0.434
C 3.306 -2.460 -2.831 0.0 0.0 0.0 -0.180
C 3.994 -1.752 3.948 0.0 0.0 0.0 -0.747
C 1.907 -3.558 -0.707 0.0 0.0 0.0 -0.281
C -2.945 -0.549 -0.032 0.0 -0.1 0.0 0.081
C -4.297 -1.634 1.603 0.1 -0.1 0.1 -0.141
C -4.200 -0.951 0.405 0.1 0.0 -0.1 -0.247
C 3.827 -3.557 -2.158 0.0 0.0 0.0 -0.231
C 1.386 -2.474 -1.396 0.1 -0.1 0.0 0.251
C 0.188 3.541 -0.610 0.0 0.1 0.0 0.712
C 2.090 -1.915 -2.451 0.0 0.0 -0.1 -0.268
C 2.542 -0.745 1.838 -0.2 -0.2 0.0 -0.082
C -3.142 -1.891 2.329 -0.2 -0.1 0.0 -0.224
C -0.648 -1.652 2.521 -0.5 -0.1 0.0 0.024
C -1.932 -1.454 1.826 0.5 -0.1 0.3 0.162
C 3.125 -4.098 -1.090 0.0 0.0 0.0 -0.184
H 3.850 -2.022 -3.657 0.0 0.0 0.0 0.217
H 4.952 -1.664 4.458 0.0 0.0 0.0 0.228
H -0.472 -2.565 -0.545 0.0 -0.1 -0.1 0.390
H 3.209 -1.300 4.547 0.0 0.0 0.0 0.239
H 1.365 -3.969 0.139 0.0 0.0 0.0 0.210
H -3.170 -2.413 3.276 0.0 0.0 0.0 0.230
H -2.821 -0.001 -0.957 0.0 0.0 0.0 0.227
H -0.327 -1.418 -1.731 0.0 -0.2 -0.1 0.400
H 4.773 -3.984 -2.462 0.0 0.0 0.0 0.216
H -5.075 -0.721 -0.186 0.0 0.0 0.0 0.235
H -0.554 -2.226 3.438 -0.1 0.0 0.0 0.209
H 3.765 -2.799 3.767 0.0 0.0 0.0 0.223
H 3.530 -4.941 -0.545 0.0 0.0 0.0 0.215
H -5.260 -1.958 1.974 0.0 0.0 0.0 0.228
H 1.694 -1.042 -2.959 0.0 0.0 0.0 0.220
```
Forces are in eV/Å.

Record 5
5 unconnected molecules or ions with the total composition C15H15F5O15 in a non-equilibrium geometry. Source: OMol25; level of theory: ωB97M-V with the def2-TZVPD basis set.

## Properties
HOMO energy = -10.81 eV
SMILES = O=C1OC[C@@H](F)O1.O=C1OC[C@@H](F)O1.O=C1OC[C@@H](F)O1.O=C1OC[C@@H](F)O1.O=C1OC[C@@H](F)O1

Geometry as XYZ:
```
50
Properties=species:S:1:pos:R:3:forces:R:3:nbo_charge:R:1
F -3.973 -4.280 10.022 0.0 -0.2 0.4 -0.350
F -3.366 -1.592 5.955 0.1 -0.1 0.0 -0.344
F -0.642 -5.251 -2.517 -0.1 0.3 -0.1 -0.326
F -9.037 -11.985 4.130 0.0 -0.1 0.0 -0.329
F -1.928 -4.489 4.152 0.0 0.2 0.0 -0.332
O -7.439 -10.437 3.925 0.3 0.1 -0.3 -0.485
O -3.736 -1.028 9.283 -0.2 0.0 -0.3 -0.484
O -0.083 -4.534 10.498 0.1 0.0 -0.2 -0.529
O -5.720 -11.591 4.739 -0.1 0.0 -0.2 -0.482
O -1.602 -1.135 9.951 0.1 0.0 -0.1 -0.555
O -1.587 -6.179 10.804 -0.5 0.4 0.3 -0.485
O -1.481 -6.800 1.531 0.0 -0.2 0.2 -0.577
O -4.671 -5.763 4.392 0.3 -0.1 0.3 -0.469
O -1.409 -6.140 -0.626 -0.6 0.4 0.3 -0.492
O -5.545 -9.360 4.500 0.1 0.1 0.1 -0.565
O -0.026 -5.226 0.849 0.1 0.0 0.1 -0.476
O -1.937 -4.680 9.183 0.2 -0.1 0.6 -0.493
O -5.431 -4.647 6.189 0.1 0.0 0.3 -0.584
O -3.229 -5.060 5.923 0.1 -0.1 -0.2 -0.517
O -2.183 -1.781 7.863 -0.4 -0.2 0.3 -0.487
C -3.393 -6.342 4.032 -1.0 -0.6 0.0 -0.142
C -0.952 -4.945 -1.231 0.9 -0.7 -0.2 0.443
C -7.771 -11.770 3.676 -0.4 -0.3 0.4 0.442
C -2.426 -1.298 9.117 0.2 0.1 0.2 0.971
C -3.415 -2.054 7.247 -0.1 0.4 -0.6 0.433
C -6.162 -10.365 4.401 -0.1 0.0 0.1 0.974
C -2.418 -5.544 4.856 0.0 0.3 0.6 0.437
C 0.311 -4.684 -0.429 0.1 0.2 -0.1 -0.129
C -3.188 -5.244 9.431 -0.2 0.4 -1.1 0.422
C -2.907 -6.445 10.301 0.7 0.1 -0.4 -0.131
C -1.093 -5.064 10.206 0.0 -0.2 0.0 0.967
C -6.745 -12.566 4.470 0.9 0.1 0.1 -0.132
C -4.422 -1.246 8.041 0.2 0.1 0.4 -0.128
C -1.015 -6.123 0.679 0.1 0.0 -0.2 0.977
C -4.542 -5.128 5.563 -0.2 0.2 -0.7 0.975
H -7.758 -11.982 2.608 -0.1 0.1 -0.1 0.157
H -3.621 -3.117 7.195 0.2 -0.1 0.1 0.173
H -2.812 -7.326 9.669 -0.3 -0.1 0.1 0.199
H -3.652 -5.465 8.471 -0.1 -0.1 0.1 0.176
H -7.087 -12.951 5.427 -0.4 0.1 -0.1 0.215
H -1.705 -4.162 -1.209 -0.2 0.0 -0.1 0.163
H -1.596 -6.049 5.354 0.1 -0.2 -0.4 0.178
H -5.359 -1.761 8.229 0.0 -0.1 0.0 0.213
H -3.322 -6.294 2.954 0.5 0.2 0.0 0.245
H -3.415 -7.393 4.330 0.1 0.1 0.0 0.215
H -6.286 -13.368 3.895 -0.1 0.0 0.0 0.206
H 0.613 -3.646 -0.329 -0.2 0.0 0.1 0.215
H -4.603 -0.286 7.558 0.0 0.0 -0.1 0.201
H -3.653 -6.571 11.080 0.2 0.0 0.2 0.222
H 1.127 -5.250 -0.878 0.0 -0.1 0.0 0.205
```
Forces are in eV/Å.

Question: Which formula does entry 5 have?
Answer: C15H15F5O15